ORCA calculation (ωB97M-V/def2-TZVPD) on a 6-piece molecular cluster, C39H69BI2N5O12S2 overall in a non-equilibrium geometry.

As for the energy above the lowest of the compared OMol25 structures with the same formula, charge and spin: 1716.58 kJ/mol. The calculation puts the HOMO-LUMO gap at 6.3 eV. The total charge is -1. The calculation puts the HOMO energy at -4.88 eV. For the largest force on an atom, the calculation gives 8.31 eV Å⁻¹.

Geometry (Å):
1 N 1.266 -3.758 3.500
2 C 1.110 -3.628 2.276
3 O 0.953 -3.853 0.852
4 C 0.229 -2.707 0.300
5 C -1.346 -2.465 0.471
6 C -2.138 -3.597 1.351
7 N -2.023 -4.911 0.630
8 C -2.095 -1.184 -0.152
9 C -1.324 -0.061 -0.966
10 C 0.267 -0.284 -1.157
11 C 1.162 0.820 -1.961
12 C 1.746 0.284 -3.375
13 C 0.931 0.836 -4.681
14 I 2.083 0.586 -6.557
15 C 1.019 -1.569 -0.535
16 B 2.648 -1.812 -0.673
17 N 3.315 -2.412 -1.893
18 O 3.545 -1.482 0.455
19 N -1.893 1.181 -1.548
20 C -1.665 2.395 -0.687
21 C -2.844 2.525 0.417
22 C -2.335 3.595 1.558
23 I -4.071 4.050 2.800
24 C -3.308 1.041 -1.988
25 C -3.759 1.981 -3.224
26 N -2.730 2.877 -3.834
27 C -5.227 2.028 -3.824
28 C -5.615 3.048 -5.051
29 O -5.332 2.815 -6.295
30 O -6.267 4.266 -4.641
31 C -6.341 1.092 -3.187
32 C -5.909 0.157 -1.969
33 C -7.108 -0.766 -1.329
34 C -7.840 0.214 -0.220
35 C -9.425 0.412 -0.501
36 S -10.362 -1.168 -0.049
37 O -10.973 -1.783 -1.298
38 O -9.331 -2.084 0.634
39 O -11.535 -0.813 1.139
40 C -4.424 0.109 -1.352
41 S -3.958 -1.008 0.095
42 H -1.620 -3.652 2.400
43 H -3.257 -3.350 1.504
44 H -2.900 -5.467 0.749
45 H -1.914 -4.660 -0.374
46 H 2.055 1.157 -1.292
47 H 0.533 1.771 -2.160
48 H 2.832 0.716 -3.489
49 H 1.873 -0.871 -3.410
50 H -0.008 0.167 -4.813
51 H 0.659 1.965 -4.563
52 H 3.979 -3.132 -1.510
53 H 3.951 -1.727 -2.360
54 H 3.188 -0.658 0.907
55 H -1.721 3.328 -1.393
56 H -0.628 2.336 -0.174
57 H -3.859 2.889 0.010
58 H -2.933 1.510 0.961
59 H -1.916 4.502 0.961
60 H -1.536 3.069 2.204
61 H -2.831 2.954 -4.861
62 H -2.799 3.822 -3.412
63 H -7.422 1.154 -3.614
64 H -6.659 -1.654 -0.728
65 H -7.853 -1.135 -2.147
66 H -7.605 -0.153 0.868
67 H -7.367 1.284 -0.287
68 H -9.858 1.228 0.214
69 H -9.612 0.753 -1.588
70 H -11.615 0.176 1.136
71 C 2.995 2.565 3.801
72 C 1.629 3.058 4.253
73 C 1.195 2.380 5.543
74 O 0.669 2.793 3.232
75 H 2.977 1.488 3.604
76 H 3.289 3.052 2.866
77 H 3.758 2.769 4.557
78 H 1.659 4.142 4.399
79 H 1.114 1.296 5.407
80 H 0.206 2.734 5.849
81 H 1.905 2.578 6.351
82 H 0.635 1.834 3.095
83 C -3.325 -9.038 -2.336
84 C -2.549 -7.918 -1.662
85 C -1.660 -8.451 -0.549
86 O -3.463 -6.966 -1.123
87 H -3.981 -9.545 -1.621
88 H -3.968 -8.638 -3.126
89 H -2.649 -9.778 -2.775
90 H -1.936 -7.397 -2.404
91 H -2.258 -8.937 0.229
92 H -1.118 -7.633 -0.066
93 H -0.935 -9.173 -0.935
94 H -4.011 -7.418 -0.464
95 C 7.386 2.163 -5.215
96 C 5.882 2.311 -5.382
97 C 5.540 3.195 -6.570
98 O 5.328 2.877 -4.196
99 H 7.857 3.136 -5.034
100 H 7.617 1.535 -4.350
101 H 7.840 1.716 -6.104
102 H 5.428 1.324 -5.515
103 H 5.946 4.204 -6.437
104 H 4.456 3.302 -6.671
105 H 5.938 2.779 -7.500
106 H 5.724 3.752 -4.069
107 C 6.580 0.514 -1.318
108 C 7.243 0.238 0.022
109 C 7.928 -1.119 0.032
110 O 6.261 0.280 1.054
111 H 5.808 -0.233 -1.534
112 H 6.081 1.488 -1.307
113 H 7.312 0.505 -2.131
114 H 7.976 1.022 0.238
115 H 7.204 -1.924 -0.137
116 H 8.390 -1.310 1.005
117 H 8.701 -1.177 -0.740
118 H 5.607 -0.411 0.871
119 C 4.306 2.366 8.244
120 C 3.459 2.833 9.417
121 C 3.814 4.254 9.825
122 O 3.662 1.958 10.525
123 H 5.370 2.367 8.505
124 H 4.049 1.338 7.969
125 H 4.160 3.009 7.371
126 H 2.400 2.780 9.150
127 H 4.860 4.321 10.141
128 H 3.205 4.572 10.677
129 H 3.653 4.953 9.000
130 H 4.598 1.998 10.770

Cartesian forces (eV/Å) of the 2 atoms listed first:
N -1.0 1.2 -8.2
C 0.5 -2.3 3.6